[1]
{
  "formula": "C3H5NO",
  "method": "ωB97M-V with the def2-TZVPD basis set",
  "symbols": ["H", "H", "H", "C", "H", "N", "C", "H", "C", "O"],
  "coordinates": [[1.70990, -1.63261, 1.05777], [-0.68345, -1.76580, -0.10102], [-1.96687, 1.01715, 0.19447], [0.47534, 0.13884, -0.02849], [2.50084, -0.10066, 0.49777], [1.61038, -0.58076, -0.22994], [-0.76671, -0.68788, -0.04837], [-2.82992, -0.59502, 0.00487], [-1.93235, -0.05557, 0.03188], [0.41740, 1.34624, 0.02820]],
  "lowdin_charge": [0.277, 0.088, 0.077, -0.704, 0.161, 0.061, -0.123, 0.045, 0.054, 0.064],
  "e_tot_ev": -6725.1899,
  "lumo_ev": -1.107,
  "largest_force_ev_per_a": 9.70,
  "homo_ev": -10.218,
  "relative_energy_kcal_mol": 101.07
}

***

[2]
{
  "formula": "C7H14N2W",
  "method": "ωB97M-V with the def2-TZVPD basis set",
  "symbols": ["H", "H", "H", "H", "H", "H", "C", "C", "N", "H", "C", "N", "H", "C", "H", "H", "C", "H", "H", "C", "C", "H", "H", "W"],
  "coordinates": [[3.82502, 0.27268, -1.38710], [-0.61098, -1.92992, -0.44040], [-0.66788, -0.49302, 0.78740], [3.36292, -0.42942, 1.20370], [-2.85288, -2.06842, 1.90250], [-3.13848, -0.25772, 0.25540], [-1.10078, -0.95282, -0.21580], [2.54782, 2.10568, -0.92010], [-0.81068, 0.02208, -1.32110], [-3.03468, -1.48742, -1.03510], [3.11382, 0.78508, -0.70520], [-3.08098, -2.24882, 0.90680], [-2.77408, -3.21192, 0.66700], [1.95312, 2.54458, 0.33290], [2.79282, 2.77278, -1.77070], [-4.12458, -2.30472, 0.89140], [-2.64818, -1.19592, -0.04360], [-1.60318, 0.71708, -1.43370], [2.05272, 1.62708, 2.41580], [2.86192, 0.40568, 0.67820], [2.15032, 1.49468, 1.32100], [-0.76548, -0.45872, -2.25860], [1.63422, 3.58508, 0.55200], [0.91812, 0.70638, -0.38260]],
  "lowdin_spin": [0.001, 0.004, 0.004, 0.001, 0.000, 0.000, 0.013, 0.020, -0.004, 0.000, 0.007, 0.000, 0.000, 0.006, 0.001, 0.000, 0.000, 0.001, 0.001, 0.013, 0.009, 0.000, 0.001, 1.922],
  "e_tot_ev": -12238.0601,
  "lumo_ev": [-19.508, -18.823],
  "largest_force_ev_per_a": 1.91,
  "homo_ev": [-27.298, -27.022],
  "total_charge": 4,
  "relative_energy_kcal_mol": 22.55,
  "multiplicity": 3
}

***

[3]
{
  "formula": "CH2O4Rb",
  "method": "ωB97M-V with the def2-TZVPD basis set",
  "symbols": ["H", "O", "C", "O", "O", "H", "O", "Rb"],
  "coordinates": [[2.68772, -1.63530, 0.47668], [2.27690, -1.04081, -0.15255], [-1.60814, 0.53932, -0.14188], [-2.84982, 0.59919, 0.00536], [-1.07420, -0.68705, -0.28737], [-0.76019, -1.13241, 0.61802], [-0.83072, 1.54163, -0.18939], [2.15844, 1.81544, -0.32888]],
  "lowdin_charge": [-0.207, -0.693, -0.887, -0.074, -0.014, 0.167, -0.198, 0.905],
  "e_tot_ev": -9915.3806,
  "lumo_ev": 1.705,
  "largest_force_ev_per_a": 4.63,
  "homo_ev": -3.555,
  "total_charge": -1
}

***

[4]
{
  "formula": "C7H11ClN",
  "method": "ωB97M-V with the def2-TZVPD basis set",
  "symbols": ["C", "H", "H", "H", "H", "H", "C", "C", "H", "C", "C", "H", "N", "H", "H", "H", "C", "C", "H", "Cl"],
  "coordinates": [[-0.72152, 0.98331, 2.41898], [1.35327, -1.43001, -1.48258], [3.69962, -0.68864, -1.45780], [-3.67063, 0.77182, -0.11226], [2.37985, -2.75625, -1.65482], [-3.45536, -0.93520, 1.69893], [-0.85743, 1.92647, 1.40256], [-2.83974, 0.82892, 0.60326], [0.11640, 1.05773, 3.12464], [-2.71942, -0.12467, 1.61508], [-1.66082, -0.04363, 2.51885], [3.91699, -1.45037, -3.06460], [2.04365, -1.88534, -2.11318], [-1.55907, -0.78993, 3.31777], [-1.99337, 2.61747, -0.30181], [2.82616, -0.04115, -2.88159], [-1.90979, 1.86113, 0.48975], [3.18796, -0.96288, -2.39567], [1.55783, -2.14689, -2.99475], [0.30544, 3.20811, 1.26923]],
  "lowdin_charge": [-0.121, 0.184, 0.112, 0.112, 0.184, 0.110, -0.689, -0.092, 0.110, -0.097, -0.092, 0.112, 0.136, 0.112, 0.110, 0.112, -0.121, -0.024, 0.184, 0.660],
  "e_tot_ev": -21443.1034,
  "lumo_ev": -4.196,
  "largest_force_ev_per_a": 1.22,
  "homo_ev": -11.496,
  "total_charge": 1,
  "relative_energy_kcal_mol": 8.54
}

***

[5]
{
  "formula": "C5H14N2",
  "method": "ωB97M-V with the def2-TZVPD basis set",
  "symbols": ["N", "H", "H", "H", "H", "H", "H", "C", "H", "H", "H", "C", "H", "H", "C", "H", "H", "N", "C", "H", "C"],
  "coordinates": [[-2.69203, 0.62088, 0.01090], [-1.67247, -0.78689, -2.06429], [1.63409, 0.68788, 1.74284], [0.98299, 1.52184, 0.27875], [-0.27834, -1.47292, -1.31924], [3.74410, 0.26801, 0.29816], [-3.43983, 0.84268, -0.61702], [-1.28012, -1.06156, -1.09838], [-2.94182, 0.61245, 0.99292], [-1.84786, -1.92772, -0.59072], [2.86165, 0.85765, -0.97300], [-1.31995, 0.23702, -0.22709], [-0.96281, 0.79328, 1.85275], [1.80128, -1.36534, 0.50574], [2.99056, -0.11099, -0.47292], [3.61944, -0.65750, -1.15495], [-0.55766, -0.84710, 1.39800], [1.64642, -0.45316, 0.00786], [0.99236, 0.57157, 0.79715], [-0.87829, 1.05328, -0.82637], [-0.46634, 0.18789, 1.09159]],
  "lowdin_charge": [0.012, 0.052, 0.129, 0.106, 0.051, 0.083, 0.066, -0.084, 0.059, 0.097, 0.066, -0.453, 0.104, 0.131, -0.156, 0.062, 0.101, -0.145, -0.255, 0.120, -0.147],
  "e_tot_ev": -8390.8685,
  "lumo_ev": 1.140,
  "largest_force_ev_per_a": 3.97,
  "homo_ev": -8.407,
  "smiles": "CNCC[C@@H](C)N",
  "relative_energy_kcal_mol": 40.37
}

***

[6]
{
  "formula": "C32H21F3MnN3O4S2",
  "method": "ωB97M-V with the def2-TZVPD basis set",
  "symbols": ["C", "H", "C", "S", "C", "F", "C", "N", "C", "H", "H", "C", "C", "C", "H", "H", "H", "H", "C", "C", "H", "C", "H", "C", "C", "C", "O", "O", "H", "C", "H", "C", "S", "O", "C", "F", "F", "H", "C", "Mn", "C", "H", "C", "H", "H", "C", "C", "H", "H", "C", "H", "H", "C", "C", "C", "C", "O", "C", "C", "H", "N", "C", "C", "H", "C", "N"],
  "coordinates": [[5.72272, 1.07499, -0.61219], [0.09745, 3.51542, 1.97686], [2.52024, 1.43227, 1.98909], [-0.55107, 1.93139, -3.81017], [4.16269, 0.42849, -2.31583], [-6.36835, -0.23223, 2.61841], [3.11585, 0.55871, -1.44779], [-0.10504, 2.79910, 0.06731], [4.87851, 1.58501, 1.65558], [-2.48578, -6.42942, -1.62474], [1.35616, -4.09093, 1.98230], [-0.17537, 5.13292, 0.58315], [-0.83498, -5.70992, -0.04866], [0.15309, -3.09651, 0.51338], [-0.43771, -0.29988, -4.78303], [5.89102, 1.76897, 1.99694], [3.89383, 1.96027, 3.53407], [-2.05413, -0.87535, -0.76488], [-6.08407, 0.14670, 1.35645], [0.13373, -5.49677, 0.93901], [-4.31976, 1.71472, 2.68531], [-2.60272, -0.33304, -0.00845], [2.10694, 0.33917, -1.75606], [-3.85963, 1.12324, 1.90586], [-2.49936, 1.21204, 1.68193], [3.81540, 1.68955, 2.49170], [0.21648, 1.21766, 2.45113], [-0.89421, -8.06018, 0.31390], [-2.03314, -4.67580, -1.54135], [-0.16269, 0.67103, -1.53421], [-4.50959, -1.19096, -0.46872], [-1.29205, -4.59358, -0.75027], [0.84865, -1.56195, 0.91568], [1.54813, 2.00973, 4.06977], [4.65790, 1.21335, 0.30838], [-6.70317, 1.33140, 1.16702], [-6.67324, -0.73892, 0.53610], [6.73112, 1.27265, -0.26716], [-0.34230, 1.91971, -2.08412], [0.12711, 0.72246, 0.47886], [-1.29902, -7.09555, -0.28133], [-0.46661, 6.46387, -1.08432], [5.48371, 0.69453, -1.90098], [-0.58654, 4.60767, -2.72947], [3.97192, 0.10937, -3.33269], [-0.36802, 5.43525, -0.75981], [-0.43481, 4.40882, -1.67667], [-0.02597, -1.35453, -2.43929], [-1.17939, -2.49539, -1.06957], [-4.60544, 0.25317, 1.12618], [0.49853, -6.35358, 1.49040], [-0.11693, 5.90457, 1.33747], [3.33242, 0.96674, -0.11377], [-0.81311, -3.32657, -0.47985], [-0.19503, -0.29821, -2.59666], [0.61000, -4.23601, 1.21197], [-2.25177, -7.27975, -1.23867], [-0.05002, 3.80480, 0.94468], [-0.30140, 3.08754, -1.23960], [-1.86681, 1.83663, 2.29562], [2.26580, 1.10001, 0.74250], [-3.96725, -0.49646, 0.15532], [1.33707, 1.55928, 2.94788], [6.30261, 0.58761, -2.60121], [-0.39131, 0.22471, -3.84025], [-1.87128, 0.50597, 0.73156]],
  "lowdin_spin": [0.000, 0.000, -0.003, -0.004, -0.001, 0.000, 0.000, -0.006, -0.002, 0.000, 0.000, -0.001, 0.005, 0.000, 0.000, 0.000, 0.000, 0.000, -0.001, 0.000, 0.000, -0.006, 0.000, 0.000, -0.004, 0.000, 0.007, 0.002, 0.000, -0.006, 0.000, 0.000, 0.000, 0.004, 0.000, 0.000, 0.000, 0.000, -0.003, 1.029, 0.001, 0.000, 0.000, 0.000, 0.000, -0.002, 0.000, 0.000, 0.000, -0.005, 0.000, 0.000, -0.001, 0.003, 0.001, 0.003, 0.000, -0.001, -0.003, 0.000, -0.003, 0.000, 0.002, 0.000, 0.001, -0.006],
  "e_tot_ev": -107333.3292,
  "lumo_ev": [2.294, 2.279],
  "largest_force_ev_per_a": 0.38,
  "homo_ev": [-4.360, -4.274],
  "total_charge": -1,
  "relative_energy_kcal_mol": 0.00,
  "multiplicity": 2
}